[1]
A 3-piece molecular cluster, C21H38BrN4O7PS overall at a distorted geometry. Source: the OMol25 dataset; level of theory: ωB97M-V/def2-TZVPD.

Bonds (Å) are listed after each position.
Atoms and positions in Å:
1 O -2.49849 -2.51595 4.09353  C2 1.351
2 C -1.32085 -1.97842 3.70663  O1 1.351, O3 1.474, C4 1.665
3 O -0.51519 -1.10843 4.58256  C2 1.474, H18 1.010
4 C -0.85915 -2.31540 2.14287  C2 1.665, C5 1.671, H19 1.189, H20 1.181
5 C 0.76445 -2.69544 2.03609  C4 1.671, C6 1.650, H21 1.185, H22 1.173
6 C 1.68187 -1.33000 2.16090  C5 1.650, C7 1.672, C17 1.639
7 C 2.90606 -1.20410 3.29255  C6 1.672, P8 1.910, C11 1.665
8 P 3.40915 -2.59662 4.49901  C7 1.910, O9 1.769, Br10 2.296
9 O 3.89984 -3.99457 3.53309  P8 1.769, H23 1.021
10 Br 5.29549 -2.04527 5.68579  P8 2.296
11 C 3.74869 0.22943 3.37268  C7 1.665, C12 1.660, H24 1.178
12 C 3.41444 1.51623 2.37882  C11 1.660, C13 1.640, H25 1.173
13 C 2.23779 1.35188 1.24775  C12 1.640, N14 1.519, C17 1.639
14 N 1.76748 2.37336 0.22637  C13 1.519, S15 1.769
15 S 0.48486 1.72163 -0.80305  N14 1.769, N16 1.766
16 N 0.43348 0.16295 0.02654  S15 1.766, C17 1.513
17 C 1.40572 -0.05810 1.16409  C6 1.639, C13 1.639, N16 1.513
18 H 0.31132 -1.57963 4.92307  O3 1.010
19 H -1.51508 -3.18688 1.66890  C4 1.189
20 H -1.13108 -1.34691 1.52393  C4 1.181
21 H 1.01006 -3.35584 2.98839  C5 1.185
22 H 1.00947 -3.33596 1.08462  C5 1.173
23 H 4.25409 -3.64631 2.64077  O9 1.021
24 H 4.61574 0.38488 4.15457  C11 1.178
25 H 3.97826 2.54265 2.44830  C12 1.173
26 C 4.97844 0.92008 -7.13846  O27 1.423, H35 1.094, H36 1.092, H37 1.094
27 O 5.82543 1.82393 -6.43880  C26 1.423, C28 1.433
28 C 5.17065 3.05513 -6.10960  O27 1.433, C29 1.537, H38 1.096, H39 1.096
29 C 5.01642 3.18126 -4.58538  C28 1.537, N30 1.467, H40 1.095, H41 1.094
30 N 4.02727 2.22449 -4.07668  C29 1.467, C31 1.467, H42 1.018
31 C 4.00601 2.13009 -2.61303  N30 1.467, C32 1.543, H43 1.097, H44 1.097
32 C 5.26427 1.55840 -1.92721  C31 1.543, O33 1.427, H45 1.095, H46 1.095
33 O 5.49660 0.17958 -2.21176  C32 1.427, C34 1.422
34 C 6.24975 -0.06104 -3.39350  O33 1.422, H47 1.095, H48 1.092, H49 1.093
35 H 5.57874 0.05745 -7.44272  C26 1.094
36 H 4.17235 0.56571 -6.49195  C26 1.092
37 H 4.56323 1.38834 -8.03546  C26 1.094
38 H 4.20691 3.16465 -6.62094  C28 1.096
39 H 5.82403 3.86122 -6.46143  C28 1.096
40 H 4.69581 4.19871 -4.33817  C29 1.095
41 H 5.99780 3.00735 -4.13422  C29 1.094
42 H 4.23335 1.30228 -4.45466  N30 1.018
43 H 3.15987 1.48160 -2.35567  C31 1.097
44 H 3.78197 3.11806 -2.19315  C31 1.097
45 H 5.09455 1.61434 -0.84692  C32 1.095
46 H 6.15970 2.15912 -2.12049  C32 1.095
47 H 6.97323 0.73529 -3.59786  C34 1.095
48 H 5.57927 -0.19662 -4.24455  C34 1.092
49 H 6.79935 -0.99689 -3.26052  C34 1.093
50 C -5.65451 0.80617 -0.62191  O51 1.423, H59 1.094, H60 1.092, H61 1.094
51 O -5.16154 -0.25133 0.19204  C50 1.423, C52 1.433
52 C -4.66313 0.20719 1.45470  O51 1.433, C53 1.537, H62 1.096, H63 1.096
53 C -5.54811 -0.31979 2.59577  C52 1.537, N54 1.467, H64 1.095, H65 1.094
54 N -6.86049 0.33609 2.58827  C53 1.467, C55 1.467, H66 1.018
55 C -7.82896 -0.28643 3.49722  N54 1.467, C56 1.543, H67 1.097, H68 1.097
56 C -8.27993 -1.72430 3.16624  C55 1.543, O57 1.427, H69 1.095, H70 1.095
57 O -9.04281 -1.82423 1.96452  C56 1.427, C58 1.422
58 C -8.26708 -1.98689 0.78410  O57 1.422, H71 1.095, H72 1.092, H73 1.093
59 H -5.91548 0.38987 -1.59949  C50 1.094
60 H -6.55471 1.24396 -0.18452  C50 1.092
61 H -4.89218 1.57734 -0.76484  C50 1.094
62 H -4.56619 1.29870 1.49331  C52 1.096
63 H -3.65936 -0.21717 1.56803  C52 1.096
64 H -5.05356 -0.12823 3.55381  C53 1.095
65 H -5.64999 -1.40154 2.46795  C53 1.094
66 H -7.24073 0.30582 1.64471  N54 1.018
67 H -8.71894 0.35436 3.48938  C55 1.097
68 H -7.43174 -0.25760 4.51896  C55 1.097
69 H -8.95010 -2.04387 3.97105  C56 1.095
70 H -7.44887 -2.43799 3.16838  C56 1.095
71 H -7.33895 -2.53892 0.96623  C58 1.095
72 H -8.05220 -1.01315 0.33927  C58 1.092
73 H -8.86384 -2.54979 0.06119  C58 1.093

## Properties
Energy, eV: -132838.60221
2S+1: 1
Strongest force on any atom, eV Å⁻¹: 8.9
HOMO, eV: -8.478
Orbital gap, eV: 6.2
SMILES: O=C(O)CCc1c(P(O)Br)ccc2nsnc12.COCCNCCOC.COCCNCCOC

=====

[2]
A 2-piece molecular cluster, C21H38F3N2O10S overall at a distorted geometry. Source: the OMol25 dataset; level of theory: ωB97M-V/def2-TZVPD.

Bonds (Å) are listed after each position.
Atoms and positions in Å:
1 C -2.48955 -2.68651 -0.78042  C2 1.671, H29 1.177, H30 1.193, H31 1.194
2 C -1.20754 -2.21309 -1.74239  C1 1.671, O3 1.471, H32 1.182, H33 1.193
3 O -0.85716 -0.79352 -1.57908  C2 1.471, C4 1.471
4 C 0.33424 -0.60245 -0.73707  O3 1.471, C5 1.668, H34 1.170, H35 1.192
5 C 0.04194 0.36897 0.58727  C4 1.668, O6 1.497, C7 1.665, C14 1.673
6 O -1.14697 -0.33369 1.16453  C5 1.497, H36 1.005
7 C 1.09964 0.24985 1.86790  C5 1.665, C8 1.641, N11 1.543, H37 1.180
8 C 0.55659 -0.36757 3.28786  C7 1.641, N9 1.513, H38 1.194, H39 1.178
9 N 0.41089 -1.87377 3.31619  C8 1.513, C10 1.543, H40 1.044
10 C -0.57513 -2.12861 4.47556  N9 1.543, H41 1.172, H42 1.189, H43 1.193
11 N 1.28737 1.73421 2.24583  C7 1.543, C12 1.542, H44 1.044
12 C 0.03816 2.52785 1.81185  N11 1.542, O13 1.335, C14 1.638
13 O -0.65876 3.38258 2.56352  C12 1.335
14 C -0.12937 2.00221 0.26913  C5 1.673, C12 1.638, C15 1.638, C22 1.641
15 C -1.54301 2.20656 -0.53340  C14 1.638, C16 1.639, H45 1.194, H46 1.170
16 C -2.14081 3.73275 -0.52027  C15 1.639, C17 1.672, H47 1.180, H48 1.170
17 C -3.72688 3.60892 -1.03629  C16 1.672, O18 1.501, H49 1.177, H50 1.173
18 O -4.60545 4.07275 0.08862  C17 1.501, C19 1.500
19 C -5.03563 2.80670 0.76876  O18 1.500, C20 1.668, O21 1.358
20 C -4.10835 2.04353 1.92596  C19 1.668, H51 1.187, H52 1.185, H53 1.188
21 O -6.21604 2.21647 0.44720  C19 1.358
22 C 1.19167 2.60544 -0.49591  C14 1.641, C23 1.642, H54 1.193, H55 1.171
23 C 1.38980 4.22878 -0.34827  C22 1.642, C24 1.639, H56 1.172, H57 1.193
24 C 2.46475 4.69516 0.79812  C23 1.639, S25 1.894, H58 1.172, H59 1.185
25 S 1.86764 6.36656 1.45932  C24 1.894, O26 1.578, O27 1.577, O28 1.707
26 O 0.48888 6.18473 2.20533  S25 1.578
27 O 1.55138 7.38360 0.29654  S25 1.577
28 O 2.95282 7.05265 2.58429  S25 1.707, H60 1.008
29 H -3.20515 -3.41358 -1.36704  C1 1.177
30 H -3.16468 -1.75463 -0.46431  C1 1.193
31 H -2.11621 -3.15180 0.25332  C1 1.194
32 H -0.29566 -2.95603 -1.62861  C2 1.182
33 H -1.60073 -2.37008 -2.85794  C2 1.193
34 H 0.85033 -1.58765 -0.37329  C4 1.170
35 H 1.14556 -0.03452 -1.40074  C4 1.192
36 H -0.99965 -1.32793 1.14834  O6 1.005
37 H 2.08003 -0.37564 1.67061  C7 1.180
38 H 1.38614 -0.09773 4.10262  C8 1.194
39 H -0.43032 0.18022 3.62524  C8 1.178
40 H 1.29730 -2.33991 3.61121  N9 1.044
41 H -0.51964 -3.22442 4.88637  C10 1.172
42 H -1.67554 -1.81825 4.15068  C10 1.189
43 H -0.27353 -1.39863 5.37031  C10 1.193
44 H 1.60565 1.90547 3.22578  N11 1.044
45 H -1.31504 1.95211 -1.67756  C15 1.194
46 H -2.40906 1.48680 -0.21511  C15 1.170
47 H -1.58776 4.32837 -1.37504  C16 1.180
48 H -2.06605 4.22967 0.53635  C16 1.170
49 H -4.05054 2.49643 -1.24228  C17 1.177
50 H -3.90626 4.20336 -2.03094  C17 1.173
51 H -3.85661 0.92105 1.63335  C20 1.187
52 H -4.58594 2.12627 3.00745  C20 1.185
53 H -3.08236 2.64164 1.93408  C20 1.188
54 H 1.03745 2.37116 -1.65549  C22 1.193
55 H 2.20815 2.10310 -0.20201  C22 1.171
56 H 0.40178 4.83424 -0.17041  C23 1.172
57 H 1.82168 4.60818 -1.39355  C23 1.193
58 H 2.64396 3.92108 1.65903  C24 1.172
59 H 3.49277 4.91692 0.25168  C24 1.185
60 H 2.64649 7.95636 2.90765  O28 1.008
61 C 3.48458 -5.94801 -4.80909  C62 1.516, H70 1.094, H71 1.095, H72 1.091
62 C 2.94461 -7.18310 -4.11508  C61 1.516, O63 1.423, H73 1.096, H74 1.095
63 O 2.84866 -7.04253 -2.70180  C62 1.423, C64 1.456
64 C 1.70182 -6.34666 -2.13503  O63 1.456, O65 1.330, C66 1.579, H75 1.100
65 O 0.56612 -6.85216 -2.60725  C64 1.330
66 C 1.79279 -4.77462 -2.25441  C64 1.579, F67 1.365, F68 1.364, F69 1.355
67 F 3.07472 -4.34537 -2.06479  C66 1.365
68 F 1.05837 -4.15482 -1.28638  C66 1.364
69 F 1.38712 -4.25862 -3.44035  C66 1.355
70 H 4.28954 -5.48508 -4.23081  C61 1.094
71 H 3.86256 -6.20502 -5.80363  C61 1.095
72 H 2.70177 -5.20204 -4.95280  C61 1.091
73 H 3.66993 -7.98864 -4.27494  C62 1.096
74 H 2.01099 -7.52638 -4.57244  C62 1.095
75 H 1.89476 -6.48962 -1.06163  C64 1.100

## Properties
Energy, eV: -64824.46971
2S+1: 1
Charge: -1
Strongest force on any atom, eV Å⁻¹: 9.0
HOMO, eV: -3.936
Orbital gap, eV: 5.2

=====

[3]
A 5-piece molecular cluster, C21H38FN2O8 overall at a distorted geometry. Source: the OMol25 dataset; level of theory: ωB97M-V/def2-TZVPD.

Bonds (Å) are listed after each position.
Atoms and positions in Å:
1 C 0.97014 1.69259 -2.80423  C2 1.632, H17 1.151, H18 1.146, H19 1.153
2 C 2.26561 0.82710 -3.28899  C1 1.632, C3 1.624, H20 1.157, H21 1.140
3 C 2.16193 -0.71801 -2.79993  C2 1.624, C4 1.635, H22 1.144, H23 1.155
4 C 3.21330 -1.05534 -1.59435  C3 1.635, C5 1.611, H24 1.155, H25 1.140
5 C 2.44728 -1.54216 -0.26305  C4 1.611, N6 1.484, H26 1.158, H27 1.139
6 N 3.33245 -2.06211 0.80912  C5 1.484, C7 1.481, H28 1.039
7 C 3.83689 -1.02462 1.73760  N6 1.481, C8 1.632, C11 1.602, H29 1.158
8 C 4.91745 -0.00255 1.06564  C7 1.632, O9 1.270, O10 1.376
9 O 4.62713 1.16281 0.65350  C8 1.270
10 O 6.21257 -0.46413 1.01343  C8 1.376
11 C 2.71307 -0.20669 2.53323  C7 1.602, O12 1.268, N13 1.499
12 O 2.05899 0.77774 2.07363  C11 1.268
13 N 2.40788 -0.56237 3.95688  C11 1.499, C14 1.472, H30 1.044
14 C 1.47866 0.41539 4.54658  N13 1.472, O15 1.239, F16 1.418
15 O 0.25902 0.22277 4.44006  C14 1.239
16 F 1.92949 1.54130 5.28034  C14 1.418
17 H 1.13852 1.94379 -1.69413  C1 1.151
18 H -0.01403 1.13532 -2.98949  C1 1.146
19 H 0.99861 2.69072 -3.38074  C1 1.153
20 H 2.35007 0.89369 -4.44133  C2 1.157
21 H 3.17150 1.37802 -2.86950  C2 1.140
22 H 1.07870 -0.95403 -2.51612  C3 1.144
23 H 2.48256 -1.34315 -3.71654  C3 1.155
24 H 3.78610 -0.06717 -1.42456  C4 1.155
25 H 3.92575 -1.87071 -1.95101  C4 1.140
26 H 1.79162 -2.43376 -0.60239  C5 1.158
27 H 1.71648 -0.72395 0.04437  C5 1.139
28 H 2.85361 -2.78222 1.38448  N6 1.039
29 H 4.45002 -1.58578 2.54382  C7 1.158
30 H 3.32196 -0.44477 4.44643  N13 1.044
31 C -1.86931 -0.82946 2.00231  C32 1.504, H35 1.092, H36 1.092, H37 1.092
32 C -1.49086 -1.96960 1.09697  C31 1.504, O33 1.216, C34 1.507
33 O -0.52786 -1.89677 0.35727  C32 1.216
34 C -2.35146 -3.20566 1.14214  C32 1.507, H38 1.092, H39 1.092, H40 1.093
35 H -1.16289 -0.00787 1.86430  C31 1.092
36 H -2.87191 -0.47585 1.75342  C31 1.092
37 H -1.82953 -1.15319 3.04444  C31 1.092
38 H -3.37565 -2.95576 0.85613  C34 1.092
39 H -2.33317 -3.63481 2.14626  C34 1.092
40 H -1.96101 -3.94439 0.43816  C34 1.093
41 C -7.24975 0.64196 2.34116  C42 1.506, H45 1.092, H46 1.092, H47 1.092
42 C -6.25497 -0.06824 1.46168  C41 1.506, O43 1.216, C44 1.506
43 O -5.29377 -0.64492 1.93320  C42 1.216
44 C -6.49656 -0.03661 -0.02436  C42 1.506, H48 1.092, H49 1.092, H50 1.092
45 H -6.94932 0.53611 3.38570  C41 1.092
46 H -7.27560 1.70447 2.09018  C41 1.092
47 H -8.24009 0.19911 2.21503  C41 1.092
48 H -6.48899 0.99583 -0.38029  C44 1.092
49 H -7.45354 -0.50955 -0.25553  C44 1.092
50 H -5.70192 -0.58761 -0.53185  C44 1.092
51 C 3.08773 4.05851 1.59918  C52 1.505, H55 1.092, H56 1.093, H57 1.092
52 C 2.22389 5.18892 1.10951  C51 1.505, O53 1.218, C54 1.507
53 O 2.11798 5.44016 -0.07767  C52 1.218
54 C 1.49206 6.00116 2.14707  C52 1.507, H58 1.092, H59 1.092, H60 1.093
55 H 3.55324 3.56057 0.74623  C51 1.092
56 H 3.87476 4.44777 2.24941  C51 1.093
57 H 2.47722 3.33016 2.13750  C51 1.092
58 H 2.20875 6.47510 2.82130  C54 1.092
59 H 0.81133 5.35855 2.70948  C54 1.092
60 H 0.90876 6.78091 1.65153  C54 1.093
61 C -2.51699 -2.31428 -4.08713  C62 1.506, H65 1.092, H66 1.092, H67 1.092
62 C -1.01483 -2.41687 -4.03836  C61 1.506, O63 1.215, C64 1.506
63 O -0.35949 -1.73121 -3.27917  C62 1.215
64 C -0.35627 -3.40249 -4.96715  C62 1.506, H68 1.092, H69 1.092, H70 1.092
65 H -2.85180 -1.56618 -3.36529  C61 1.092
66 H -2.83651 -2.00584 -5.08509  C61 1.092
67 H -2.96389 -3.27641 -3.82717  C61 1.092
68 H -0.57957 -3.14238 -6.00425  C64 1.092
69 H -0.70720 -4.41302 -4.74643  C64 1.092
70 H 0.72565 -3.36803 -4.82257  C64 1.092

## Properties
Energy, eV: -44469.49530
2S+1: 1
Charge: -1
Strongest force on any atom, eV Å⁻¹: 5.7
HOMO, eV: -4.265
Orbital gap, eV: 6.2

=====

Question: What is the strongest force on any atom in the first record?
Answer: 8.9 eV Å⁻¹